Formula: C5H7Br2Cl9
Source: the Open Molecules 2025 dataset
Level of theory: ωB97M-V/def2-TZVPD

Positions of all 23 atoms, in Å:
Br (-2.018, 1.293, -2.364)
C (-1.630, 0.360, -0.586)
C (-0.597, -0.757, -0.757)
Br (0.155, -1.284, 1.040)
H (-2.510, -0.079, -0.118)
H (-1.300, 1.164, 0.072)
H (0.236, -0.533, -1.425)
H (-1.100, -1.639, -1.152)
C (1.091, 2.883, 1.187)
Cl (0.419, 4.179, 0.249)
Cl (0.261, 1.431, 0.653)
Cl (0.720, 3.138, 2.955)
H (2.163, 2.807, 1.008)
C (-2.315, -3.180, 0.983)
Cl (-3.891, -2.539, 1.507)
Cl (-1.914, -3.048, -0.781)
Cl (-2.209, -4.840, 1.648)
H (-1.642, -2.551, 1.567)
C (3.337, 0.521, -1.141)
Cl (1.711, -0.202, -0.826)
Cl (3.428, 2.001, -0.120)
Cl (3.507, 1.008, -2.883)
H (4.097, -0.134, -0.716)

Forces on atoms 1 to 6 (eV/Å):
0.28 -1.03 1.45
-0.83 -0.63 -0.65
-1.55 0.98 -0.47
-1.29 -1.76 0.22
-0.53 0.09 -0.66
-1.98 -0.63 -1.28

Values from the calculation:
**HOMO**: -9.7 eV
**Energy relative to the best compared isomer or geometry (same formula, charge and spin)**: 731.1 kJ/mol